Record 1
66
Properties=species:S:1:pos:R:3:lowdin_spin:R:1 method="wB97M-V/def2-TZVPD" orbital_gap_ev="4.423 / 5.230" lumo_energy_ev="0.49 / -2.94" s2=6.0324 spin_multiplicity=5 charge=0
C -0.8055 3.8551 -1.7131 0.062
C -0.8121 2.5080 -1.3595 0.144
N -0.0419 2.0646 -0.3415 0.297
C 0.8262 2.8931 0.2704 0.170
C 0.8880 4.2403 -0.0693 0.041
C 0.0503 4.7312 -1.0614 0.295
C -1.7093 1.5478 -2.0797 0.020
P -2.0174 0.1070 -0.9804 0.033
Ir -0.0698 -0.0551 0.2444 0.911
P 1.9733 0.5338 1.0797 0.032
C 1.7035 2.3331 1.3658 0.027
C -0.0128 -2.0705 0.3995 0.308
C -1.0773 -2.7357 1.0158 0.318
C -1.0342 -4.1232 1.1760 0.255
C 0.0203 -4.8655 0.6402 0.297
C 1.0412 -4.2079 -0.0499 0.259
C 1.0330 -2.8158 -0.1714 0.282
O -0.6946 0.4080 -4.4459 0.003
O 0.3779 -1.7506 -3.2535 0.006
H -1.5231 4.1739 -2.4624 -0.002
H 1.6064 4.8546 0.4642 -0.003
H 0.0542 5.7856 -1.3132 0.022
C -3.5201 0.5470 -0.0495 0.003
C -2.5905 -1.1907 -2.0833 0.012
H 2.6818 2.8272 1.3808 0.002
H 1.2229 2.4824 2.3493 0.009
H -1.2900 1.1951 -3.0734 0.006
H -2.6859 2.0149 -2.2700 0.002
C 2.5195 -0.1548 2.6479 0.011
C 3.4619 0.4296 0.0436 0.005
H -1.9292 -2.1713 1.3929 0.012
H -1.8349 -4.6148 1.7290 0.016
H 0.0470 -5.9530 0.7578 0.009
H 1.8540 -4.7789 -0.5017 0.013
H 1.8364 -2.3011 -0.6986 0.013
H 0.6296 -1.3023 -2.4051 0.003
H 0.2607 -2.6917 -3.0283 0.001
H -0.2904 -0.4578 -4.1751 0.000
H -0.0381 0.8734 -4.9991 0.000
H 0.7120 -0.3331 -1.1762 0.011
H -4.3375 0.7682 -0.7514 0.000
H -3.7815 -0.3294 0.5604 0.001
H -3.3453 1.4098 0.6070 0.000
H -3.4828 -0.8201 -2.6054 0.001
H -1.8050 -1.4600 -2.7994 0.000
H -2.8437 -2.0628 -1.4694 0.003
H 4.3002 0.8878 0.5886 0.000
H 3.6749 -0.6322 -0.1418 0.001
H 3.3108 0.9436 -0.9145 0.001
H 3.4853 0.2890 2.9215 0.001
H 1.7822 0.0167 3.4402 0.000
H 2.6400 -1.2358 2.4991 0.002
Cl -0.8836 2.8805 3.8044 0.005
C -0.5905 1.2545 4.3073 0.001
C -0.2593 1.0447 5.6430 0.000
C -0.0192 -0.2478 6.1089 0.001
C -0.1524 -1.3375 5.2457 0.001
C -0.5017 -1.1300 3.9101 0.007
C -0.7126 0.1685 3.4004 0.003
C -1.1968 0.3975 1.9984 0.038
H -0.1867 1.8989 6.3124 0.000
H 0.2466 -0.4100 7.1575 0.000
H 0.0206 -2.3591 5.6127 0.000
H -0.6124 -2.0004 3.2648 0.005
H -2.1406 -0.1450 1.8744 0.006
H -1.3930 1.4693 1.8564 0.016

Record 2
65
Properties=species:S:1:pos:R:3:lowdin_spin:R:1 method="wB97M-V/def2-TZVPD" orbital_gap_ev="7.024 / 5.902" lumo_energy_ev="-0.56 / -1.73" s2=0.7567 spin_multiplicity=2 charge=0
Ir -0.8477 0.5969 0.2327 0.005
C -0.9049 2.6618 -0.3655 0.001
C -0.4740 1.8165 -1.4766 0.000
C -1.6288 1.0073 -1.8661 0.000
C -2.6085 1.2730 -0.8706 0.000
C -2.2184 2.3291 0.0161 0.000
C -3.1623 3.0582 0.9446 0.000
C -2.4086 3.9588 1.9221 0.000
C -4.0474 3.9378 0.0434 0.000
C -4.0569 2.0855 1.7152 0.000
C -1.9432 0.1203 -3.0788 0.000
C -3.4294 -0.2690 -3.0487 0.000
C -1.1619 -1.1959 -3.1292 0.000
C -1.7349 0.9314 -4.3667 0.000
C 0.9016 2.0647 -2.0906 0.000
C 1.4997 0.8627 -2.8171 0.006
C 1.9046 2.4404 -0.9853 0.000
C 0.7675 3.2589 -3.0483 0.000
H -0.2856 3.4024 0.1103 0.000
H -3.5617 0.7751 -0.8113 0.000
H -1.7927 4.6901 1.3944 0.000
H -1.7706 3.3836 2.5921 0.000
H -3.1250 4.5121 2.5320 0.000
H -3.4414 4.6347 -0.5389 0.000
H -4.7434 4.5159 0.6545 0.000
H -4.6295 3.3291 -0.6519 0.000
H -3.4813 1.4564 2.3937 0.000
H -4.6204 1.4358 1.0436 0.000
H -4.7795 2.6496 2.3081 0.000
H -3.6706 -0.8741 -2.1728 0.000
H -3.6525 -0.8704 -3.9308 0.000
H -4.0815 0.6072 -3.0671 0.000
H -1.4823 -1.8539 -2.3203 0.000
H -0.0884 -1.0696 -3.0438 0.000
H -1.3736 -1.7031 -4.0738 0.000
H -2.2839 1.8750 -4.3233 0.000
H -2.1091 0.3617 -5.2197 0.000
H -0.6889 1.1570 -4.5564 0.000
H 1.5667 0.0028 -2.1486 0.007
H 2.5128 1.1147 -3.1364 0.001
H 0.9434 0.5803 -3.7064 0.000
H 1.9617 1.6587 -0.2253 0.000
H 1.6648 3.3888 -0.5036 0.000
H 2.8939 2.5485 -1.4318 0.000
H 0.0784 3.0522 -3.8667 0.000
H 1.7438 3.4951 -3.4761 0.000
H 0.4078 4.1435 -2.5180 0.000
Se -0.0564 -1.6011 0.0720 0.020
Se 4.2894 -1.4139 -0.9022 0.634
Te 3.0654 -3.3219 -0.1037 0.317
Se 1.5352 -2.4027 1.6496 0.005
Cl 3.1012 -1.9833 6.1133 0.000
C 2.0797 -1.1365 4.9841 0.000
C 0.7577 -1.5172 4.8404 0.000
C -0.0460 -0.8402 3.9345 0.000
C 0.4469 0.2169 3.1701 0.000
C -0.4498 1.0023 2.2717 0.001
C 1.7802 0.5809 3.3508 0.000
C 2.5998 -0.0862 4.2460 0.000
H 0.3651 -2.3378 5.4254 0.000
H -1.0822 -1.1393 3.8184 0.000
H -0.1219 2.0447 2.2938 0.000
H -1.4500 1.0112 2.7175 0.000
H 2.1879 1.4007 2.7696 0.000
H 3.6351 0.2005 4.3716 0.000

Record 3
91
Properties=species:S:1:pos:R:3:lowdin_charge:R:1 method="wB97M-V/def2-TZVPD" smiles=FC(F)C(F)(F)COC(F)(F)C(F)F.FC(F)C(F)(F)COC(F)(F)C(F)F.FC(F)C(F)(F)COC(F)(F)C(F)F.COCCCCCCCC[SiH2]P(O)O orbital_gap_ev=8.297 lumo_energy_ev=0.13 spin_multiplicity=1 charge=0
C -0.4156 4.9458 -0.9610 -0.118
O -1.4221 4.0390 -1.6025 -0.257
C -0.8990 3.5707 -2.9226 -0.209
C -0.6211 1.9502 -2.9790 -0.155
C 0.9660 1.6689 -2.5984 -0.203
C 1.1574 1.1271 -1.0418 -0.183
C 2.0555 2.2381 -0.2235 -0.224
C 3.0277 1.5487 0.9281 -0.237
C 3.9702 2.7029 1.6103 -0.272
C 4.9461 3.5125 0.5719 -0.391
Si 5.8989 2.4113 -0.6872 0.479
P 6.5827 3.7136 -2.3746 0.674
O 5.7371 5.2642 -2.3210 -0.402
O 6.2765 2.9035 -3.8963 -0.418
H -0.6658 5.0143 0.1914 0.105
H 0.6742 4.5158 -1.0510 0.070
H -0.4152 6.0218 -1.4314 0.100
H 0.0408 4.2160 -3.2230 0.124
H -1.7688 3.8227 -3.6978 0.116
H -0.7938 1.5737 -4.0972 0.111
H -1.3101 1.3295 -2.2512 0.117
H 1.4468 0.8346 -3.3036 0.113
H 1.5610 2.6731 -2.7855 0.090
H 1.6676 0.0500 -1.0434 0.122
H 0.0648 1.0192 -0.5866 0.096
H 1.2828 2.9122 0.3866 0.101
H 2.6426 2.9911 -0.9178 0.088
H 3.5945 0.5935 0.5586 0.099
H 2.2791 1.1711 1.7781 0.111
H 3.2222 3.5142 2.0657 0.117
H 4.5941 2.3122 2.5493 0.119
H 5.7764 4.0435 1.2448 0.094
H 4.3347 4.3242 -0.0261 0.067
H 4.9494 1.4616 -1.3165 -0.061
H 7.0316 1.6784 -0.1390 -0.069
H 4.7693 5.0035 -2.2526 0.031
H 5.2780 3.0193 -4.0691 0.062
C -2.5864 0.5410 5.4573 -0.054
C -2.1568 -0.9333 5.4267 -0.430
C -0.6585 -1.1685 5.5693 -0.285
F 0.0466 -0.6114 4.5585 0.088
F -0.3778 -2.4993 5.5386 0.080
F -2.6455 -1.5175 4.2995 0.127
F -2.7885 -1.5591 6.4697 0.101
O -2.8029 1.1575 4.1853 0.034
C -1.6373 1.6852 3.5547 -0.475
C -1.3233 0.9978 2.2212 -0.253
F -1.1105 -0.3333 2.3820 0.091
F -0.1928 1.5052 1.6610 0.068
F -0.6003 1.6463 4.4250 0.121
F -1.8983 3.0027 3.3439 0.140
H -3.5710 0.5680 5.9404 0.152
H -1.9480 1.1524 6.1078 0.148
H -0.2811 -0.7736 6.5169 0.177
H -2.1454 1.1243 1.5111 0.180
C 0.4440 -6.8214 6.9976 -0.054
C 1.5632 -6.2369 6.1233 -0.429
C 1.0908 -5.5626 4.8415 -0.291
F 0.4573 -6.4234 4.0127 0.086
F 2.1486 -5.0713 4.1411 0.093
F 2.4805 -7.2076 5.8640 0.124
F 2.2199 -5.3021 6.8805 0.101
O 0.2051 -8.2242 6.8555 0.031
C -0.6673 -8.5914 5.7884 -0.479
C 0.0236 -9.4606 4.7317 -0.265
F 1.0796 -8.8197 4.1687 0.089
F -0.8271 -9.7694 3.7167 0.093
F -1.2316 -7.4761 5.2669 0.123
F -1.6819 -9.2876 6.3664 0.138
H 0.7714 -6.7084 8.0387 0.151
H -0.4838 -6.2379 6.9401 0.147
H 0.4194 -4.7260 5.0550 0.157
H 0.3898 -10.3936 5.1691 0.176
C -4.9372 1.1757 -8.5498 -0.055
C -4.0594 -0.0843 -8.5740 -0.431
C -3.8258 -0.7303 -7.2142 -0.291
F -3.1761 0.0929 -6.3602 0.081
F -3.0469 -1.8388 -7.3383 0.092
F -2.8836 0.2025 -9.1953 0.125
F -4.6880 -0.9984 -9.3788 0.102
O -4.2414 2.4250 -8.5545 0.032
C -3.8226 2.8970 -7.2751 -0.477
C -2.2988 3.0127 -7.1569 -0.257
F -1.6893 1.8150 -7.3490 0.088
F -1.9330 3.4384 -5.9183 0.074
F -4.3689 2.1198 -6.3099 0.122
F -4.3905 4.1239 -7.1323 0.140
H -5.5024 1.1791 -9.4902 0.152
H -5.7084 1.1369 -7.7698 0.147
H -4.7678 -1.0391 -6.7523 0.175
H -1.9001 3.7157 -7.8936 0.178

Record 4
65
Properties=species:S:1:pos:R:3:lowdin_charge:R:1 method="wB97M-V/def2-TZVPD" smiles="Cc1cccc(CC(=O)N2CCC(N3CCC(C(=O)N4CCOCC4)CC3)CC2)c1" orbital_gap_ev=9.239 lumo_energy_ev=0.62 spin_multiplicity=1 charge=0
C 1.4452 3.3280 1.9082 -0.048
C 0.9388 2.3459 2.9209 -0.283
C 1.7938 1.4189 3.4992 -0.002
C 1.3390 0.5020 4.4405 -0.237
C 0.0048 0.5353 4.8218 -0.055
C -0.8563 1.4614 4.2584 -0.073
C -0.3968 2.3544 3.3083 -0.052
H -1.0761 3.0674 2.8638 0.111
H -1.8937 1.4816 4.5590 0.103
H -0.3641 -0.1619 5.5611 0.113
C 2.2960 -0.5154 5.0015 -0.048
C 3.1323 -1.1238 3.8807 -0.465
O 4.3240 -0.8933 3.7909 0.054
N 2.4921 -1.9134 2.9866 -0.046
C 1.0805 -2.2068 2.9316 -0.131
H 0.5958 -1.9562 3.8721 0.107
C 0.4172 -1.4432 1.7830 -0.102
H -0.6372 -1.7119 1.7174 0.125
H 0.4832 -0.3763 1.9920 0.090
C 1.1121 -1.7714 0.4563 -0.317
N 0.4517 -1.0898 -0.6459 -0.129
C 0.6573 0.3451 -0.7207 -0.180
C -0.4144 0.9599 -1.6204 -0.120
H -1.3868 0.7818 -1.1648 0.107
H -0.2616 2.0384 -1.6894 0.125
C -0.3121 0.3360 -3.0146 -0.225
C -1.2335 0.9557 -4.0617 -0.416
O -0.7346 1.4984 -5.0339 0.053
N -2.5801 0.9401 -3.9065 -0.038
C -3.3960 0.2467 -2.9369 -0.124
H -2.7981 -0.2141 -2.1580 0.098
C -4.2282 -0.8262 -3.6565 -0.187
O -5.0285 -0.2620 -4.6659 -0.130
C -4.2378 0.4222 -5.6150 -0.179
H -4.9322 0.8455 -6.3416 0.127
C -3.4070 1.5222 -4.9516 -0.110
H -2.7511 2.0018 -5.6782 0.123
H -4.0728 2.2660 -4.5010 0.133
H -3.5647 -0.2856 -6.1220 0.132
H -4.9126 -1.3131 -2.9596 0.128
H -3.5503 -1.5789 -4.0899 0.128
H -4.0793 0.9737 -2.4796 0.136
C -0.3855 -1.1911 -2.9252 -0.125
C 0.6783 -1.6893 -1.9469 -0.185
H 1.6794 -1.4474 -2.3456 0.127
H 0.6028 -2.7754 -1.8530 0.123
H -1.3572 -1.5295 -2.5690 0.103
H -0.2095 -1.6269 -3.9105 0.126
H 0.6895 0.5781 -3.3942 0.149
H 1.6525 0.5946 -1.1284 0.131
H 0.5770 0.7741 0.2781 0.107
C 2.6212 -1.5067 0.5924 -0.104
H 3.1390 -1.7960 -0.3233 0.118
C 3.1847 -2.2970 1.7729 -0.130
H 4.2454 -2.0835 1.9128 0.121
H 3.0514 -3.3720 1.6101 0.130
H 2.7946 -0.4442 0.7698 0.118
H 0.9744 -2.8454 0.2715 0.146
H 0.9699 -3.2859 2.7639 0.131
H 1.7687 -1.2864 5.5651 0.120
H 3.0021 -0.0235 5.6755 0.132
H 2.8356 1.4002 3.2114 0.128
H 1.6562 4.2824 2.3912 0.085
H 2.3642 2.9740 1.4471 0.077
H 0.7030 3.5036 1.1318 0.074

Record 5
68
Properties=species:S:1:pos:R:3:lowdin_charge:R:1 method="wB97M-V/def2-TZVPD" smiles="CCOCCCNC(=O)c1cn(CC)c2ccc(S(=O)(=O)N(C)C3CCCCC3)cc2c1=O" orbital_gap_ev=8.608 lumo_energy_ev=-0.14 spin_multiplicity=1 charge=0
C -3.4470 -4.2733 6.0853 -0.071
C -3.2232 -4.9131 4.7238 -0.289
O -2.4791 -4.0150 3.9291 -0.161
C -2.0129 -4.5396 2.7091 -0.225
C -3.1050 -4.6986 1.6430 -0.146
H -3.8544 -5.4135 1.9863 0.104
H -2.6516 -5.0949 0.7334 0.120
C -3.7930 -3.3648 1.3364 -0.165
N -2.9330 -2.4786 0.5946 0.088
C -3.1429 -2.1717 -0.6923 -0.453
O -4.1200 -2.5251 -1.3365 0.037
C -2.0804 -1.3166 -1.3156 -0.020
C -2.3223 -0.9011 -2.5876 0.032
N -1.4974 -0.1413 -3.3332 -0.038
C -0.2988 0.2762 -2.7995 -0.119
C 0.5936 1.0949 -3.5111 0.010
C 1.7917 1.4774 -2.9520 -0.037
C 2.1375 1.0470 -1.6784 -0.246
C 1.2834 0.2497 -0.9609 0.011
C 0.0522 -0.1373 -1.4973 -0.039
C -0.8443 -0.9506 -0.6581 -0.307
O -0.5342 -1.2592 0.4914 0.042
H 1.5497 -0.1011 0.0242 0.131
S 3.6787 1.6127 -0.9488 0.669
O 4.1312 0.6246 -0.0186 -0.269
O 4.5464 2.0137 -2.0179 -0.285
N 3.2779 2.9758 -0.0950 -0.247
C 3.0071 4.1490 -0.8835 -0.083
H 1.9831 4.1682 -1.2761 0.089
H 3.7090 4.1367 -1.7142 0.083
H 3.1798 5.0430 -0.2861 0.094
C 2.6032 2.7822 1.1743 -0.350
C 1.0896 3.0092 1.1243 -0.148
C 0.4749 2.6362 2.4711 -0.190
C 1.0912 3.4735 3.5880 -0.206
C 2.6070 3.2984 3.6189 -0.195
C 3.2179 3.6605 2.2679 -0.143
H 4.2974 3.5077 2.2827 0.122
H 3.0241 4.7130 2.0499 0.115
H 2.8471 2.2599 3.8540 0.118
H 3.0380 3.9284 4.3996 0.110
H 0.6645 3.1798 4.5486 0.109
H 0.8517 4.5271 3.4242 0.113
H 0.6504 1.5768 2.6662 0.119
H -0.6052 2.7947 2.4395 0.112
H 0.6424 2.4075 0.3296 0.104
H 0.8844 4.0616 0.9141 0.119
H 2.8032 1.7376 1.4291 0.134
H 2.4896 2.0959 -3.4936 0.118
H 0.3561 1.4371 -4.5046 0.106
C -1.9363 0.2619 -4.6569 -0.189
C -2.5704 1.6504 -4.6354 -0.058
H -3.4350 1.6556 -3.9760 0.081
H -1.8639 2.3970 -4.2816 0.071
H -2.8953 1.9234 -5.6355 0.078
H -2.6719 -0.4685 -5.0001 0.125
H -1.0901 0.2303 -5.3462 0.118
H -3.2555 -1.2069 -3.0434 0.145
H -2.0656 -2.1649 1.0219 0.105
H -4.6838 -3.5299 0.7254 0.118
H -4.0764 -2.8844 2.2780 0.124
H -1.2577 -3.8276 2.3663 0.121
H -1.5246 -5.5122 2.8780 0.122
H -2.6695 -5.8595 4.8331 0.121
H -4.1927 -5.1394 4.2552 0.115
H -4.0159 -4.9439 6.7233 0.073
H -2.4909 -4.0565 6.5533 0.075
H -3.9922 -3.3410 5.9685 0.075

Record 6
67
Properties=species:S:1:pos:R:3:lowdin_charge:R:1 method="wB97M-V/def2-TZVPD" orbital_gap_ev="7.536 / 7.537" lumo_energy_ev="-2.69 / -2.69" spin_multiplicity=1 charge=+1
W 0.0263 0.6752 -0.4047 1.214
C 0.7373 1.4942 4.7661 0.015
C 1.7135 1.3265 3.6645 -0.320
N 2.9971 1.2621 3.7739 0.156
N 3.4510 1.0853 2.4923 0.064
C 2.4814 1.0233 1.5801 -0.703
S 2.5193 0.7338 -0.0788 0.736
N 1.3639 1.2035 2.3292 -0.077
N 0.0727 1.1622 1.7450 0.023
H 1.2838 1.6265 5.6959 0.098
H 0.1015 0.6112 4.8607 0.088
H 0.1034 2.3681 4.6068 0.091
H 4.4374 0.9846 2.3188 0.170
H -0.4636 0.4251 2.2044 0.096
H -0.3746 2.0618 1.9242 0.137
C -2.7758 0.5318 -1.8399 -0.080
N -2.1893 1.2005 -0.6503 -0.371
C -2.9867 0.7611 0.5162 -0.092
C -2.3371 2.6844 -0.8149 -0.153
C -1.0228 3.3992 -0.9778 -0.280
C -1.0352 4.7952 -0.9216 -0.051
C 0.1070 5.5042 -1.2374 -0.070
C 1.2603 4.8228 -1.6126 -0.081
C 1.2709 3.4411 -1.6210 -0.148
C 0.1351 2.6758 -1.2908 -0.270
H -3.8378 0.7775 -1.9212 0.101
H -2.6557 -0.5445 -1.7432 0.086
H -2.2623 0.8738 -2.7347 0.092
H -4.0384 1.0312 0.3859 0.104
H -2.6246 1.2435 1.4245 0.080
H -2.9042 -0.3172 0.6227 0.069
H -2.9091 3.0827 0.0250 0.124
H -2.9409 2.8663 -1.7058 0.133
H -1.9484 5.3236 -0.6670 0.116
H 0.0989 6.5863 -1.2069 0.110
H 2.1509 5.3753 -1.8839 0.108
H 2.1916 2.9333 -1.8801 0.067
C 0.9972 -2.1555 2.4201 -0.051
C -0.2003 -2.9305 1.8654 -0.361
C -1.5149 -2.1937 2.1170 -0.065
C 0.0301 -3.3577 0.4243 -0.144
C 0.1651 -4.7214 0.1897 -0.033
C 0.4421 -5.2151 -1.0716 -0.060
C 0.6316 -4.3277 -2.1143 -0.030
C 0.5235 -2.9508 -1.9395 -0.132
C 0.8655 -2.0944 -3.1520 -0.368
C 2.2075 -1.3704 -3.0262 -0.061
C -0.2206 -1.1201 -3.5919 -0.066
C 0.1803 -2.4677 -0.6598 -0.214
N -0.0219 -1.0967 -0.4393 -0.162
H 0.8829 -1.9838 3.4945 0.083
H 1.1008 -1.1973 1.9079 0.025
H 1.9277 -2.7011 2.2620 0.097
H -0.2611 -3.8592 2.4371 0.127
H -1.5044 -1.2179 1.6336 0.004
H -1.6781 -2.0630 3.1904 0.086
H -2.3657 -2.7460 1.7150 0.095
H 0.0483 -5.4076 1.0199 0.115
H 0.5292 -6.2809 -1.2364 0.110
H 0.8879 -4.7065 -3.0964 0.116
H 0.9837 -2.8137 -3.9653 0.125
H 2.1157 -0.4795 -2.4031 0.001
H 2.5468 -1.0426 -4.0107 0.087
H 2.9764 -2.0131 -2.5960 0.090
H -0.2948 -0.2831 -2.8939 0.019
H -1.2005 -1.5965 -3.6556 0.089
H 0.0233 -0.6979 -4.5687 0.092